(1)
A structure of composition C20H12Cl9IN2O3STc. Source: OMol25; level of theory: ωB97M-V with the def2-TZVPD basis set.

Structure (XYZ):
```
49
C20H12Cl9IN2O3STc (ωB97M-V with the def2-TZVPD basis set)
Tc -0.07512 0.00755 0.39969
Cl -5.32417 -0.30242 -5.21347
C -4.27709 -0.35713 -3.85380
C -2.94693 0.04007 -3.96652
Cl -2.35805 0.59618 -5.48222
C -2.09789 -0.01372 -2.86327
Cl -0.46295 0.48508 -3.01898
C -2.54343 -0.46104 -1.61432
O -1.75141 -0.52546 -0.57279
C -3.89011 -0.84677 -1.52156
Cl -4.50046 -1.41463 -0.01363
C -4.74407 -0.80357 -2.61924
Cl -6.38279 -1.29915 -2.46358
Cl -0.00964 2.24864 -0.55822
C 1.36847 3.02930 0.19846
C 1.66451 4.31055 -0.22612
C 2.74748 4.95981 0.34059
C 3.50543 4.32186 1.31031
C 3.18395 3.03743 1.71121
Cl 4.16057 2.26983 2.91192
C 2.09694 2.34103 1.16319
S 1.76280 0.69571 1.66591
H 1.06024 4.78069 -0.98673
H 3.00298 5.96053 0.02517
H 4.35586 4.81167 1.75981
I -2.98702 1.88654 1.43538
C -1.18920 0.84976 2.00607
H -1.51027 0.08101 2.71048
H -0.63487 1.60231 2.55909
N -2.14625 -2.00219 1.94275
C -0.92019 -2.57601 1.93184
C -0.70843 -3.82215 2.55572
C 0.54025 -4.37682 2.56452
C 1.59201 -3.69096 1.94866
C 1.32496 -2.48347 1.37046
N 0.09644 -1.90374 1.36479
H -2.92668 -2.58890 2.19557
H -2.35331 -1.29197 1.24475
H -1.55303 -4.31704 3.01318
H 0.70709 -5.33525 3.03590
H 2.59205 -4.09139 1.90731
H 2.10861 -1.93788 0.87618
Cl 2.81425 1.17609 -2.97955
C 3.28130 0.20610 -1.56026
Cl 4.97367 -0.26132 -1.62856
C 2.34274 -1.01929 -1.48119
O 2.69230 -2.11886 -1.81102
O 1.17238 -0.70148 -1.02334
H 3.14608 0.84486 -0.69055
```

2S+1: 2
ΔE to the lowest compared entry with this formula, charge and spin, kJ/mol: 66.9
Max |F|, hartree/bohr: 0.0175
Frontier orbital gap (alpha / beta), eV: 6.11 / 6.41
<S²>: 1.232
HOMO (alpha / beta), eV: -8.51 / -8.53
Electronic energy, eV: -163894.7287

=====

(2)
A structure of composition C42H33BrClLaN3O3P2. Source: OMol25; level of theory: ωB97M-V with the def2-TZVPD basis set.

Structure (XYZ):
```
86
C42H33BrClLaN3O3P2 (ωB97M-V with the def2-TZVPD basis set)
La 1.26481 0.25738 0.59422
Br 5.55830 4.25098 5.67757
C 4.23830 3.32075 4.70096
C 3.45209 2.36353 5.34024
C 2.47558 1.68113 4.64661
C 2.26970 1.91462 3.28103
O 1.34154 1.27671 2.61307
C 3.08471 2.87786 2.62681
C 3.00731 3.23162 1.21926
N 2.50385 2.55686 0.24337
C 2.56434 3.07328 -1.08622
C 3.50011 3.99627 -1.48290
C 3.52906 4.50154 -2.79664
C 2.62833 4.06761 -3.72061
C 1.67620 3.08358 -3.36872
C 0.74821 2.58063 -4.31276
C -0.14237 1.61861 -3.94687
C -0.09763 1.14568 -2.62105
N 0.74534 1.58489 -1.71810
C 1.64258 2.56545 -2.05638
C 4.04318 3.58906 3.36810
H 3.60264 2.16236 6.39251
H 1.85425 0.94926 5.14414
H 3.43586 4.21564 1.01823
H 4.25175 4.33435 -0.78395
H 4.28067 5.23241 -3.06151
H 2.63691 4.44775 -4.73402
H 0.77233 2.97479 -5.32138
H -0.86146 1.19833 -4.63547
H -0.79473 0.37490 -2.31930
H 4.64747 4.34437 2.88049
N -2.02252 -1.62172 -0.01650
P -1.73305 -0.54187 1.31026
C -3.16859 -0.80341 2.36801
C -4.47517 -0.77976 1.87548
C -5.53998 -0.98228 2.73406
C -5.30849 -1.19604 4.08907
C -4.01543 -1.21261 4.58460
C -2.94262 -1.01994 3.72383
C -1.99883 1.10584 0.53772
C -2.71539 1.27287 -0.64703
C -2.90582 2.54098 -1.17044
C -2.38326 3.64887 -0.51269
C -1.67927 3.48988 0.67124
C -1.48072 2.22231 1.20415
P -0.58581 -2.16751 -0.79109
C -1.00103 -2.16184 -2.56285
C -2.28809 -1.93232 -3.04124
C -2.53577 -1.91048 -4.40735
C -1.49712 -2.11888 -5.30404
C -0.21077 -2.34457 -4.83125
C 0.03857 -2.36127 -3.46773
C -0.53215 -3.94647 -0.44876
C -1.68387 -4.72836 -0.54849
C -1.63256 -6.08850 -0.30178
C -0.42155 -6.68703 0.02871
C 0.73103 -5.92308 0.10506
C 0.67463 -4.55504 -0.12920
H -2.73557 -2.31925 0.17282
H -4.65671 -0.59138 0.82338
H -6.55353 -0.96601 2.35609
H -6.14450 -1.34805 4.75897
H -3.83682 -1.38024 5.63811
H -1.92884 -1.04448 4.10478
H -3.10151 0.39981 -1.15938
H -3.46172 2.67246 -2.09020
H -2.53301 4.63996 -0.92057
H -1.28602 4.35572 1.18856
H -0.93254 2.10250 2.13386
H -3.09974 -1.75988 -2.34445
H -3.54146 -1.73598 -4.76746
H -1.68929 -2.10865 -6.36880
H 0.60184 -2.50488 -5.52779
H 1.05255 -2.52566 -3.11709
H -2.63177 -4.28931 -0.84416
H -2.53191 -6.68475 -0.37912
H -0.37996 -7.75125 0.21908
H 1.67652 -6.38721 0.35205
H 1.57804 -3.96462 -0.07029
Cl 4.58214 -0.14143 1.91003
C 4.23599 -1.88084 1.55002
C 2.87477 -1.82921 0.88059
O 2.82324 -1.40390 -0.31106
O 1.84297 -1.89007 1.59775
H 4.21443 -2.40417 2.49842
H 5.01683 -2.22922 0.88338
```

ΔE to the lowest compared entry with this formula, charge and spin, kJ/mol: 0.0
Max |F|, hartree/bohr: 0.0208
Frontier orbital gap, eV: 7.15
Total charge: +1
HOMO, eV: -10.15
Electronic energy, eV: -156705.6970

=====

(3)
An isolated molecule of C4H8ClN3. Source: OMol25; level of theory: ωB97M-V with the def2-TZVPD basis set.

Structure (XYZ):
```
16
C4H8ClN3 (ωB97M-V with the def2-TZVPD basis set)
C -0.25984 -0.47124 2.15756
C -0.56327 0.61951 1.11089
N -0.46953 1.91158 1.23537
Cl -0.10308 2.53862 2.78761
C -1.01916 0.07165 -0.27932
C -1.16107 0.66361 -1.66465
N -0.26102 -0.42886 -1.50933
N 1.08695 -0.07541 -1.51996
H -1.13085 -0.76077 2.69579
H 0.44286 -0.00256 2.81181
H 0.27307 -1.24951 1.47612
H -1.81071 -0.59421 0.02328
H -2.13122 0.49974 -2.25832
H -0.59517 1.62431 -1.96950
H 1.24136 0.95861 -1.33755
H 1.72456 -0.71108 -0.90652
```

ΔE to the lowest compared entry with this formula, charge and spin, kJ/mol: 411.7
Max |F|, hartree/bohr: 0.0708
Frontier orbital gap, eV: 9.58
HOMO, eV: -8.70
SMILES: C/C(=N\Cl)[C@H]1CN1N
Electronic energy, eV: -21266.1842

=====

(4)
The ion C3H2NOS2 with charge -1. Source: OMol25; level of theory: ωB97M-V with the def2-TZVPD basis set.

Structure (XYZ):
```
9
C3H2NOS2 (ωB97M-V with the def2-TZVPD basis set)
O 2.08127 -1.76362 -0.34964
C 1.59560 -0.69423 -0.12454
S 1.57730 0.50765 1.09107
C 0.58827 0.23421 -0.78868
N -0.71528 0.07265 -0.59732
C -1.57926 0.11657 0.40150
S -3.18969 -0.26513 0.38221
H 1.02121 1.13143 -1.36741
H -1.37942 0.66046 1.35281
```

ΔE to the lowest compared entry with this formula, charge and spin, kJ/mol: 229.1
Max |F|, hartree/bohr: 0.0373
Frontier orbital gap, eV: 7.38
Total charge: -1
HOMO, eV: -4.03
SMILES: O=C1S[C@@H]1/N=C/[S-]
Electronic energy, eV: -28351.4717